No. 1
C4H8O2 | ωB97M-V/def2-TZVPD

Each line ends with the Löwdin charge.
Element x y z (Å)
C  1.816  0.722  -0.086  -0.037
C  0.893  -0.323  0.487  -0.303
O  -0.029  0.118  1.481  -0.009
C  -0.552  -0.381  0.251  -0.254
C  -1.302  0.557  -0.654  -0.218
O  -2.612  0.812  -0.190  -0.050
H  1.302  1.676  -0.225  0.074
H  2.221  0.392  -1.049  0.085
H  2.655  0.891  0.597  0.082
H  1.376  -1.277  0.713  0.141
H  -1.047  -1.349  0.357  0.150
H  -1.412  0.052  -1.619  0.131
H  -0.745  1.489  -0.826  0.117
H  -2.562  0.967  0.762  0.092

Values from the calculation:
multiplicity = 1
structure (SMILES) = C[C@H]1O[C@H]1CO
largest force on an atom = 0.40 eV/A
E = -307.6403 hartree
charge = 0
frontier orbital gap = 11.366 eV

No. 2
C4H8O2 | ωB97M-V/def2-TZVPD

Each line ends with the Löwdin charge.
Element x y z (Å)
C  0.931  1.913  -0.221  -0.121
C  0.097  0.687  -0.478  -0.174
C  -1.123  0.554  0.047  -0.241
O  -2.029  -0.426  -0.171  -0.006
H  1.446  2.229  -1.134  0.068
H  0.290  2.743  0.094  0.070
H  1.697  1.773  0.552  0.067
H  0.480  -0.067  -1.167  0.099
H  -1.511  1.284  0.755  0.124
H  -1.638  -1.106  -0.743  0.075
C  0.342  -2.392  0.627  -0.119
O  -0.290  -2.645  -0.372  -0.023
H  -0.105  -1.888  1.502  0.092
H  1.412  -2.658  0.709  0.089

Values from the calculation:
multiplicity = 1
structure (SMILES) = C/C=C/O.C=O
largest force on an atom = 0.58 eV/A
E = -307.6319 hartree
charge = 0
frontier orbital gap = 9.155 eV